[1]
Computed, not measured: 2 unconnected molecules or ions with the total composition C20H34O5S at a distorted geometry, with wB97M-V/def2-TZVPD.

Geometry as XYZ:
```
60
Properties=species:S:1:pos:R:3:forces:R:3
C 4.19121 2.98253 2.06480 -0.505 -0.490 -0.061
C 4.05474 1.86967 1.00496 0.669 0.439 0.141
C 4.13840 2.38043 -0.44111 -0.555 -0.083 0.117
C 3.09633 1.82037 -1.40799 0.247 -0.047 0.019
C 3.40247 0.43144 -1.94699 -0.011 -0.243 0.344
C 3.35404 -0.73057 -0.93531 -0.067 -0.035 -0.450
C 2.39622 -1.85541 -1.33032 0.270 -0.221 0.333
C 2.00879 -2.74588 -0.13408 -0.091 0.169 -0.338
C 0.58602 -2.59490 0.39039 0.183 -0.228 0.212
C 0.31486 -1.34516 1.20715 -0.017 0.210 -0.328
C 0.23983 -0.03622 0.40849 -0.387 -0.035 0.430
C -1.07233 0.72012 0.64388 0.969 0.501 0.073
C -1.05244 2.02083 -0.07926 -0.249 -0.141 -0.496
C -0.59850 2.32232 -1.29769 -0.404 0.001 0.659
C -0.77069 3.78143 -1.51559 1.137 0.026 -1.441
O -0.26339 4.44839 -2.38698 -1.119 -0.514 1.212
O -1.53304 4.26933 -0.48682 0.176 0.184 0.649
C -1.58157 3.27647 0.50768 -0.603 1.021 1.677
O -1.95268 3.51989 1.63861 0.525 -0.535 -2.287
H 3.24213 3.11728 2.57265 -0.214 0.177 0.102
H 4.89639 2.69336 2.83103 0.328 0.150 0.173
H 4.45521 3.93787 1.63257 0.298 0.194 -0.058
H 4.87130 1.17497 1.16561 0.011 -0.397 0.031
H 3.13481 1.33456 1.19570 -0.255 -0.162 -0.113
H 4.00413 3.45589 -0.40672 0.023 0.302 -0.111
H 5.12628 2.19450 -0.85126 0.270 0.050 -0.049
H 2.12331 1.84789 -0.92341 -0.225 -0.044 0.067
H 3.04181 2.49110 -2.25988 -0.099 0.197 -0.199
H 4.39021 0.46957 -2.39912 0.182 0.004 -0.165
H 2.71538 0.18742 -2.75102 -0.196 0.087 -0.272
H 4.34948 -1.15544 -0.86754 0.241 -0.143 0.282
H 3.08770 -0.40977 0.06222 -0.059 0.306 0.195
H 1.52202 -1.44645 -1.82341 -0.322 0.070 -0.029
H 2.87602 -2.48658 -2.07010 0.138 -0.041 -0.322
H 2.16303 -3.78491 -0.40465 -0.031 -0.255 -0.066
H 2.70020 -2.55037 0.68077 0.210 0.014 0.237
H -0.12365 -2.69212 -0.42563 -0.231 0.088 -0.217
H 0.40332 -3.44201 1.04604 -0.129 -0.221 0.120
H 1.09543 -1.25193 1.95677 0.163 -0.009 0.229
H -0.61823 -1.47088 1.74281 -0.208 -0.117 0.129
H 0.36844 -0.19444 -0.65285 0.118 -0.132 -0.260
H 1.02760 0.62305 0.75266 0.298 0.213 -0.189
H -1.92794 0.13643 0.33338 -0.246 -0.178 0.057
H -1.11804 0.96065 1.70103 -0.452 -0.180 0.271
H -0.16297 1.63927 -1.99743 0.264 0.052 -0.319
C -6.11632 -2.68278 0.73291 0.056 0.093 0.018
C -6.15030 -1.20618 0.31412 0.018 -0.059 -0.014
C -4.70950 -0.68124 0.36770 -0.292 0.131 0.025
S -3.65146 -2.10364 0.06000 -0.268 -0.063 -0.110
O -2.87861 -2.36813 1.24723 0.113 0.002 -0.024
O -3.01065 -1.96422 -1.22356 0.216 0.026 0.082
C -4.96569 -3.31187 -0.04715 -0.259 -0.077 0.071
H -7.05893 -3.18490 0.52298 -0.007 -0.008 0.000
H -5.92488 -2.76074 1.80500 0.009 -0.028 0.001
H -6.53429 -1.12529 -0.70430 0.014 -0.010 -0.012
H -6.80270 -0.61847 0.95721 0.001 0.016 0.003
H -4.51179 0.07115 -0.39173 0.112 -0.015 -0.003
H -4.45508 -0.29128 1.35151 0.076 -0.059 0.014
H -4.61684 -4.25545 0.36502 0.125 0.031 -0.018
H -5.21458 -3.43097 -1.10100 0.044 0.016 -0.024
```
Positions in Å, forces in eV/Å.

Output
- gap between HOMO and LUMO (eV) = 9.7
- calculated total energy (Eh) = -1556.84467
- SMILES = CCCCCCCCCCCCC1=CC(=O)OC1=O.O=S1(=O)CCCC1

Atom charges from the natural (NBO) analysis, given in e for atoms 1 to 4: -0.61, -0.40, -0.40, -0.38

[2]
Computed, not measured: C2H4FNS in the gas phase at a distorted geometry, with wB97M-V/def2-TZVPD.

Geometry as XYZ:
```
9
Properties=species:S:1:pos:R:3:forces:R:3
C 0.68871 -0.20245 -0.01542 -2.687 0.202 -2.978
C -0.41498 0.83623 -0.59803 0.771 -0.911 5.310
H 0.63829 -1.97217 0.92606 -1.984 4.273 1.395
H -0.74496 -0.50833 1.47144 2.385 -1.450 -1.340
H 0.03872 1.77166 -0.43757 0.015 1.619 0.642
H -0.67635 0.83499 -1.57134 -0.767 -1.136 -3.192
N 0.19633 -0.85446 1.02665 0.562 -3.490 0.502
F -1.68526 0.73418 0.20263 2.315 0.367 -1.333
S 1.95951 -0.63965 -1.00443 -0.609 0.527 0.993
```
Positions in Å, forces in eV/Å.

Output
- energy above the lowest of the compared OMol25 structures with the same formula, charge and spin (kJ/mol) = 180.6
- gap between HOMO and LUMO (eV) = 9.0
- calculated total energy (Eh) = -631.34874
- SMILES = NC(=S)CF

Atom charges from the natural (NBO) analysis, given in e for atoms 1 to 4: 0.09, 0.00, 0.45, 0.45

[3]
Computed, not measured: a molecular structure, C23H18IrN2OS6 at a distorted geometry, with wB97M-V/def2-TZVPD.

Geometry as XYZ:
```
51
Properties=species:S:1:pos:R:3:forces:R:3
Ir -0.53659 -2.16020 -0.26238 1.893 -1.187 1.650
S 0.94477 -9.19396 -0.23620 0.091 -0.476 0.004
C 0.53451 -7.63824 -0.30711 -0.047 0.297 -0.051
S 1.15691 -6.53211 -1.49850 0.135 -0.173 0.006
C 0.35857 -5.10444 -0.90455 -0.490 -0.702 0.845
C -0.47432 -5.27651 0.18042 0.730 -0.354 -0.774
S -1.36991 -4.03296 0.88286 -0.231 1.399 -0.764
S -0.57709 -6.89164 0.80950 0.002 -0.124 0.075
S 0.62114 -3.62188 -1.65384 -0.994 1.970 0.606
C 0.92936 1.07022 -2.88419 -0.107 0.054 0.009
C 0.16710 0.03338 -2.33307 -0.063 0.064 -0.044
N 0.35253 -0.40752 -1.10101 -0.010 -0.560 -0.391
C 1.32874 0.15650 -0.34492 0.015 0.124 -0.086
C 2.09621 1.22830 -0.79651 0.117 0.162 0.017
C 1.87361 1.68474 -2.10821 0.116 0.107 0.023
C 3.07419 1.81552 0.08229 -0.082 0.061 -0.190
C 3.27543 1.32581 1.32085 -0.013 -0.112 0.148
C 2.53792 0.17939 1.78479 0.234 0.168 0.108
C 2.76170 -0.43210 3.03141 0.087 0.104 0.025
C 2.04222 -1.54454 3.37598 -0.095 -0.028 -0.101
C 1.09299 -2.04787 2.47488 -0.055 -0.267 0.225
N 0.87511 -1.48359 1.30201 -1.285 -0.476 -0.853
C 1.57570 -0.38910 0.95561 0.036 0.146 -0.384
H 0.74913 1.37743 -3.90591 -0.025 -0.008 0.062
H -0.61831 -0.44570 -2.90414 0.062 -0.037 0.038
H 2.45372 2.51988 -2.48804 -0.012 -0.104 0.002
H 3.64893 2.66138 -0.28031 -0.048 -0.071 0.032
H 4.01120 1.77068 1.98124 -0.037 -0.049 -0.040
H 3.51120 -0.02385 3.69972 -0.040 -0.014 -0.018
H 2.19498 -2.04381 4.32302 -0.036 -0.007 -0.054
H 0.50513 -2.92619 2.70711 0.040 0.047 -0.029
C -1.37575 4.69862 -2.46686 0.004 -0.102 0.079
C -1.50755 3.56394 -1.48346 -0.035 0.042 -0.054
C -2.39644 2.51074 -1.71215 -0.001 0.001 0.085
C -2.54190 1.48615 -0.78966 -0.098 0.097 -0.058
C -1.79288 1.51876 0.37807 0.142 0.041 -0.115
C -0.88016 2.53640 0.61696 -0.020 0.030 0.084
C -0.74495 3.55387 -0.31615 -0.024 0.049 0.042
S -1.93626 0.18254 1.53553 0.135 0.054 -0.174
C -3.56302 0.53435 2.15233 -0.196 -0.098 0.176
O -2.17224 -1.06495 0.67951 0.134 0.020 -0.014
H -2.13796 4.64324 -3.24267 0.035 -0.008 0.012
H -0.39495 4.68694 -2.94795 -0.020 -0.012 0.002
H -1.47556 5.65852 -1.95808 0.004 -0.025 -0.022
H -2.99111 2.49857 -2.61835 0.018 0.020 0.026
H -3.23192 0.66806 -0.97127 0.081 0.030 -0.019
H -0.29577 2.54609 1.53387 -0.002 -0.025 -0.113
H -0.04468 4.36218 -0.12946 -0.053 -0.048 0.001
H -4.24011 0.67631 1.31092 0.018 -0.017 0.052
H -3.50480 1.43284 2.77038 -0.007 -0.057 -0.086
H -3.86879 -0.32016 2.75572 -0.003 0.052 0.000
```
Positions in Å, forces in eV/Å.

Output
- energy above the lowest of the compared OMol25 structures with the same formula, charge and spin (kJ/mol) = 3.2
- gap between HOMO and LUMO (spin up / spin down) (eV) = 5.6 / 5.5
- calculated total energy (Eh) = -3565.30942
- total charge = +1

Atom charges from the natural (NBO) analysis, given in e for atoms 1 to 4: 0.76, 0.05, -0.58, 0.48

[4]
Computed, not measured: a molecular structure, C18H16N5O5S3V at a distorted geometry, with wB97M-V/def2-TZVPD.

Geometry as XYZ:
```
48
Properties=species:S:1:pos:R:3:forces:R:3
V -0.78788 0.97475 -0.39494 -1.491 -2.071 -1.822
N 2.43464 0.56871 6.43402 0.059 0.134 0.291
C 2.11937 0.09310 5.17044 -0.186 -0.230 -0.298
C 3.06673 -0.60255 4.41914 -0.077 0.063 0.025
C 2.72427 -1.15513 3.20027 0.016 -0.063 -0.003
C 1.43186 -1.02359 2.72771 -0.264 -0.341 -0.517
C 0.48372 -0.31792 3.44790 -0.083 0.002 0.055
C 0.82542 0.23960 4.66567 0.094 0.034 0.007
S 0.95053 -1.74435 1.15880 0.067 -0.614 -0.135
O -0.26184 -2.50185 1.32640 -0.130 0.496 0.210
O 2.07007 -2.48136 0.61889 0.045 0.413 0.228
N 0.58527 -0.46506 0.19932 -0.064 -1.769 0.738
C 1.52804 0.44178 0.01705 0.915 0.713 -0.348
N 1.03154 1.47297 -0.73330 2.856 0.931 -0.630
C 1.85001 2.47890 -1.01672 -0.022 -0.231 0.151
C 3.15733 2.48666 -0.54486 -0.015 0.128 -0.136
C 3.54091 1.43140 0.26698 -0.419 -0.189 -0.045
N 2.74120 0.40612 0.54700 0.697 0.277 0.036
H 3.41543 0.72546 6.60957 -0.128 0.079 -0.025
H 1.83759 1.31054 6.76444 0.124 0.028 0.015
H 4.07290 -0.69410 4.80271 0.142 -0.081 0.011
H 3.44980 -1.68388 2.60375 0.074 -0.049 -0.092
H -0.51522 -0.20868 3.04670 -0.041 0.063 0.054
H 0.09931 0.80821 5.22897 -0.122 0.035 -0.001
H 1.43044 3.29499 -1.59789 0.057 -0.066 0.044
H 3.82957 3.29393 -0.78157 0.050 0.103 0.023
H 4.51411 1.39493 0.73980 0.148 0.078 -0.072
C -2.46417 -3.04284 -5.70002 0.048 0.025 0.109
C -2.55231 -1.93655 -4.68831 -0.103 0.142 -0.009
C -3.68842 -1.13669 -4.62773 0.177 -0.012 0.045
C -3.80828 -0.15904 -3.65608 -0.083 0.122 0.061
C -2.79226 0.03201 -2.74010 -0.257 0.282 0.291
C -1.63535 -0.72702 -2.80290 0.040 0.059 0.098
C -1.52074 -1.70764 -3.77911 0.090 0.127 0.110
S -3.03971 1.22566 -1.41804 -2.448 0.243 -1.486
O -4.37022 1.75237 -1.57393 0.350 -0.198 0.047
O -2.79627 0.45999 -0.19351 -0.187 -0.402 0.295
O -1.96763 2.22079 -1.58803 0.279 0.191 -0.124
H -3.25499 -2.94690 -6.44137 0.016 -0.032 -0.071
H -2.57788 -4.00689 -5.20491 -0.002 -0.102 -0.024
H -1.50002 -3.04257 -6.20414 0.059 -0.018 -0.080
H -4.48543 -1.27758 -5.34532 -0.058 -0.060 -0.033
H -4.68595 0.46471 -3.57662 -0.096 -0.011 -0.035
H -0.82873 -0.57591 -2.07461 -0.059 -0.340 -0.323
H -0.62062 -2.30508 -3.83527 0.047 -0.055 0.058
S -1.25073 3.55454 3.33877 -0.305 0.777 1.142
C -1.01879 2.64507 2.05754 0.717 -0.978 -1.254
N -0.76664 1.96599 1.12742 -0.528 2.371 3.418
```
Positions in Å, forces in eV/Å.

Output
- spin multiplicity = 4
- energy above the lowest of the compared OMol25 structures with the same formula, charge and spin (kJ/mol) = 139.9
- gap between HOMO and LUMO (spin up / spin down) (eV) = 6.4 / 8.0
- calculated total energy (Eh) = -3484.24437
- total charge = -1

Atom charges from the natural (NBO) analysis, given in e for atoms 1 to 4: 0.93, -0.80, 0.17, -0.29

[5]
Computed, not measured: 9 unconnected molecules or ions with the total composition C6H26NO9 at a distorted geometry, with wB97M-V/def2-TZVPD.

Geometry as XYZ:
```
42
Properties=species:S:1:pos:R:3:forces:R:3
C -0.18260 -0.55769 -3.23037 -0.452 -1.018 -2.293
O 0.67264 0.49360 -2.91650 -0.027 -0.352 0.764
C -1.05744 -1.25207 -2.15425 0.641 0.562 1.342
C -0.94410 -0.51472 -0.79130 1.328 -0.452 0.730
C -2.08087 -0.63531 0.18352 0.736 0.311 0.035
C -2.23135 0.28278 1.15075 -0.860 -1.303 -0.599
N -3.25968 0.16469 2.11123 -0.292 0.056 1.714
C -2.99224 -0.28025 3.27117 1.095 -1.707 -0.247
H 0.34236 -1.36536 -3.81300 -0.005 0.459 0.611
H -0.86956 -0.17415 -4.02557 0.231 0.058 0.557
H -0.74366 -2.31615 -2.00503 -0.388 0.793 -0.273
H -2.09493 -1.20378 -2.46297 -0.299 -0.322 -0.248
H -0.03363 -0.92549 -0.26159 -0.791 0.437 -0.616
H -0.72325 0.55081 -0.90330 0.051 -0.323 -0.187
H -2.62588 -1.58119 0.14099 -0.286 0.393 0.378
H -1.67830 1.20232 1.22018 0.344 0.215 -0.225
H -2.01458 -0.76908 3.57605 -0.458 0.978 -0.693
H -3.71462 -0.52170 4.05771 -0.565 0.794 -0.490
H 2.53830 0.29081 3.13824 -0.020 -0.537 0.155
H 1.16518 -0.29522 3.03395 -0.046 0.011 0.213
O 1.90504 -0.24495 3.65287 -0.093 0.141 -0.049
H 1.32364 2.07201 -1.22773 -0.079 -0.540 -0.329
H -0.10867 2.74688 -1.38243 -0.100 -0.334 -0.233
O 0.69968 2.70911 -0.86770 0.477 0.792 0.698
H 3.01505 0.59105 0.46815 -0.183 0.102 1.435
H 2.51730 1.39251 1.72116 0.180 -0.174 -0.443
O 3.21458 0.75237 1.46989 0.159 0.250 -0.999
H 1.29597 0.20932 -2.16218 -0.020 0.229 -0.134
H 3.16190 0.02682 -1.32281 0.601 -0.104 -0.545
O 2.30479 0.08783 -0.91743 -0.261 0.336 -0.048
H 2.16294 -1.17054 0.06403 -0.731 -0.821 -0.147
H 2.09029 -1.39518 1.51253 -0.171 -0.679 0.218
O 1.83533 -1.89355 0.71644 0.898 1.332 -0.226
H -2.85576 2.29838 -1.76144 1.201 0.490 0.215
H -1.74875 1.51526 -2.36818 0.589 0.371 0.133
O -1.87610 2.35649 -1.89280 -1.913 -0.720 -0.565
H -0.64586 -3.66197 -0.12465 -0.730 -0.379 -0.082
H 0.62826 -3.19547 0.35433 0.573 0.036 1.017
O -0.04931 -3.85623 0.59870 0.038 0.238 -0.716
H 0.86382 2.41330 0.79398 -0.592 -0.671 0.626
H 1.68285 3.20355 1.58768 0.360 0.460 0.899
O 1.11118 2.45021 1.76769 -0.137 0.596 -1.353
```
Positions in Å, forces in eV/Å.

Output
- energy above the lowest of the compared OMol25 structures with the same formula, charge and spin (kJ/mol) = 1.4
- gap between HOMO and LUMO (eV) = 8.6
- calculated total energy (Eh) = -976.13643
- total charge = -1

Atom charges from the natural (NBO) analysis, given in e for atoms 1 to 4: -0.05, -0.79, -0.43, -0.49